The following is a DFT calculation (ωB97M-V with the def2-TZVPD basis set) of 14 unconnected molecules or ions with the total composition C84H196O42 in a non-equilibrium geometry.

Last columns: bonded neighbours and bond lengths (Å).
Geometry (Å):
1 C -1.961 0.095 9.492  O2 1.414, H10 1.090, H11 1.090, H12 1.090
2 O -2.226 1.125 8.562  C1 1.414, C3 1.445
3 C -1.152 1.199 7.598  O2 1.445, C4 1.561, H13 1.090, H14 1.090
4 C -1.544 1.749 6.191  C3 1.561, O5 1.424, H15 1.090, H16 1.090
5 O -2.237 2.992 6.235  C4 1.424, C6 1.437
6 C -2.516 3.574 4.951  O5 1.437, C7 1.528, H17 1.090, H18 1.090
7 C -3.780 3.024 4.293  C6 1.528, O8 1.407, H19 1.090, H20 1.090
8 O -3.586 1.707 3.838  C7 1.407, C9 1.359
9 C -4.723 1.115 3.386  O8 1.359, H21 1.090, H22 1.090, H23 1.090
10 H -2.025 -0.880 9.008  C1 1.090
11 H -2.780 0.012 10.208  C1 1.090
12 H -1.013 0.159 10.026  C1 1.090
13 H -0.738 0.240 7.286  C3 1.090
14 H -0.360 1.762 8.094  C3 1.090
15 H -1.995 0.928 5.633  C4 1.090
16 H -0.553 1.917 5.767  C4 1.090
17 H -1.714 3.566 4.213  C6 1.090
18 H -2.642 4.634 5.172  C6 1.090
19 H -4.135 3.658 3.481  C7 1.090
20 H -4.550 3.057 5.064  C7 1.090
21 H -5.371 1.089 4.263  C9 1.090
22 H -4.604 0.072 3.091  C9 1.090
23 H -5.270 1.727 2.670  C9 1.090
24 C -2.183 -4.918 -3.385  O25 1.415, H33 1.090, H34 1.090, H35 1.090
25 O -1.782 -4.661 -2.052  C24 1.415, C26 1.409
26 C -2.851 -4.761 -1.140  O25 1.409, C27 1.501, H36 1.090, H37 1.090
27 C -2.480 -4.430 0.277  C26 1.501, O28 1.428, H38 1.090, H39 1.090
28 O -3.538 -4.895 1.116  C27 1.428, C29 1.433
29 C -3.462 -4.496 2.490  O28 1.433, C30 1.542, H40 1.090, H41 1.090
30 C -4.238 -5.436 3.435  C29 1.542, O31 1.421, H42 1.090, H43 1.090
31 O -3.736 -6.765 3.449  C30 1.421, C32 1.402
32 C -4.510 -7.732 4.105  O31 1.402, H44 1.090, H45 1.090, H46 1.090
33 H -1.240 -4.879 -3.930  C24 1.090
34 H -2.814 -4.104 -3.743  C24 1.090
35 H -2.700 -5.840 -3.652  C24 1.090
36 H -3.268 -5.764 -1.054  C26 1.090
37 H -3.617 -4.130 -1.589  C26 1.090
38 H -2.472 -3.348 0.404  C27 1.090
39 H -1.556 -4.916 0.590  C27 1.090
40 H -3.846 -3.486 2.637  C29 1.090
41 H -2.423 -4.539 2.819  C29 1.090
42 H -5.271 -5.484 3.091  C30 1.090
43 H -4.440 -5.012 4.419  C30 1.090
44 H -4.657 -7.659 5.183  C32 1.090
45 H -4.017 -8.700 4.016  C32 1.090
46 H -5.482 -7.889 3.638  C32 1.090
47 C 2.891 2.830 -10.039  O48 1.371, H56 1.090, H57 1.090, H58 1.090
48 O 2.103 2.549 -8.954  C47 1.371, C49 1.422
49 C 1.241 3.600 -8.536  O48 1.422, C50 1.560, H59 1.090, H60 1.090
50 C 0.664 3.095 -7.177  C49 1.560, O51 1.442, H61 1.090, H62 1.090
51 O 1.652 3.050 -6.128  C50 1.442, C52 1.393
52 C 1.138 2.684 -4.886  O51 1.393, C53 1.585, H63 1.090, H64 1.090
53 C 2.376 2.718 -3.897  C52 1.585, O54 1.408, H65 1.090, H66 1.090
54 O 2.149 2.138 -2.634  C53 1.408, C55 1.456
55 C 1.163 2.788 -1.781  O54 1.456, H67 1.090, H68 1.090, H69 1.090
56 H 3.496 3.717 -9.851  C47 1.090
57 H 2.274 3.014 -10.919  C47 1.090
58 H 3.471 1.935 -10.265  C47 1.090
59 H 0.457 3.829 -9.257  C49 1.090
60 H 1.732 4.553 -8.340  C49 1.090
61 H 0.133 2.150 -7.292  C50 1.090
62 H -0.159 3.730 -6.851  C50 1.090
63 H 0.694 1.689 -4.923  C52 1.090
64 H 0.326 3.324 -4.542  C52 1.090
65 H 2.685 3.758 -3.790  C53 1.090
66 H 3.200 2.263 -4.446  C53 1.090
67 H 0.232 2.936 -2.327  C55 1.090
68 H 1.620 3.710 -1.422  C55 1.090
69 H 0.956 2.176 -0.903  C55 1.090
70 C 2.204 3.702 6.958  O71 1.425, H79 1.090, H80 1.090, H81 1.090
71 O 2.050 4.397 5.724  C70 1.425, C72 1.465
72 C 0.704 4.973 5.711  O71 1.465, C73 1.518, H82 1.090, H83 1.090
73 C 0.464 5.825 4.478  C72 1.518, O74 1.415, H84 1.090, H85 1.090
74 O -0.859 6.314 4.584  C73 1.415, C75 1.452
75 C -1.276 7.128 3.455  O74 1.452, C76 1.583, H86 1.090, H87 1.090
76 C -1.326 6.445 2.027  C75 1.583, O77 1.415, H88 1.090, H89 1.090
77 O -0.069 6.324 1.388  C76 1.415, C78 1.400
78 C 0.435 7.515 0.852  O77 1.400, H90 1.090, H91 1.090, H92 1.090
79 H 1.419 2.959 7.103  C70 1.090
80 H 2.256 4.440 7.759  C70 1.090
81 H 3.165 3.191 6.905  C70 1.090
82 H 0.415 5.520 6.608  C72 1.090
83 H 0.037 4.112 5.735  C72 1.090
84 H 0.582 5.129 3.648  C73 1.090
85 H 1.142 6.679 4.449  C73 1.090
86 H -0.656 8.022 3.387  C75 1.090
87 H -2.276 7.500 3.678  C75 1.090
88 H -1.987 7.019 1.377  C76 1.090
89 H -1.932 5.540 1.986  C76 1.090
90 H 1.332 7.204 0.316  C78 1.090
91 H 0.712 8.147 1.696  C78 1.090
92 H -0.256 8.039 0.192  C78 1.090
93 C -4.493 -3.086 7.949  O94 1.437, H102 1.090, H103 1.090, H104 1.090
94 O -3.483 -2.968 6.933  C93 1.437, C95 1.442
95 C -3.503 -1.712 6.225  O94 1.442, C96 1.604, H105 1.090, H106 1.090
96 C -2.436 -1.675 5.028  C95 1.604, O97 1.422, H107 1.090, H108 1.090
97 O -1.099 -1.252 5.262  C96 1.422, C98 1.439
98 C -0.344 -2.329 5.848  O97 1.439, C99 1.502, H109 1.090, H110 1.090
99 C 0.702 -2.867 4.916  C98 1.502, O100 1.423, H111 1.090, H112 1.090
100 O 0.130 -3.734 3.943  C99 1.423, C101 1.454
101 C 1.124 -4.430 3.142  O100 1.454, H113 1.090, H114 1.090, H115 1.090
102 H -4.404 -4.032 8.482  C93 1.090
103 H -5.520 -3.115 7.585  C93 1.090
104 H -4.350 -2.302 8.693  C93 1.090
105 H -3.258 -0.884 6.890  C95 1.090
106 H -4.526 -1.483 5.925  C95 1.090
107 H -2.827 -0.985 4.281  C96 1.090
108 H -2.416 -2.649 4.538  C96 1.090
109 H -0.953 -3.127 6.273  C98 1.090
110 H 0.169 -1.890 6.704  C98 1.090
111 H 1.341 -3.485 5.548  C99 1.090
112 H 1.359 -2.043 4.637  C99 1.090
113 H 1.531 -5.263 3.714  C101 1.090
114 H 1.880 -3.719 2.809  C101 1.090
115 H 0.608 -4.793 2.253  C101 1.090
116 C 5.108 -6.846 -1.906  O117 1.457, H125 1.090, H126 1.090, H127 1.090
117 O 5.658 -6.112 -3.038  C116 1.457, C118 1.389
118 C 6.612 -5.236 -2.535  O117 1.389, C119 1.553, H128 1.090, H129 1.090
119 C 7.156 -4.141 -3.493  C118 1.553, O120 1.424, H130 1.090, H131 1.090
120 O 6.242 -3.074 -3.731  C119 1.424, C121 1.438
121 C 4.973 -3.473 -4.277  O120 1.438, C122 1.509, H132 1.090, H133 1.090
122 C 4.069 -2.265 -4.268  C121 1.509, O123 1.474, H134 1.090, H135 1.090
123 O 3.718 -2.018 -2.859  C122 1.474, C124 1.447
124 C 3.076 -0.733 -2.678  O123 1.447, H136 1.090, H137 1.090, H138 1.090
125 H 4.378 -7.500 -2.383  C116 1.090
126 H 4.655 -6.217 -1.139  C116 1.090
127 H 5.788 -7.518 -1.382  C116 1.090
128 H 7.479 -5.820 -2.226  C118 1.090
129 H 6.296 -4.717 -1.631  C118 1.090
130 H 7.437 -4.579 -4.450  C119 1.090
131 H 8.024 -3.625 -3.083  C119 1.090
132 H 4.541 -4.296 -3.708  C121 1.090
133 H 5.080 -3.861 -5.290  C121 1.090
134 H 3.207 -2.657 -4.809  C122 1.090
135 H 4.509 -1.447 -4.839  C122 1.090
136 H 2.852 -0.533 -1.630  C124 1.090
137 H 2.183 -0.729 -3.303  C124 1.090
138 H 3.688 0.064 -3.099  C124 1.090
139 C 8.501 9.112 0.652  O140 1.443, H148 1.090, H149 1.090, H150 1.090
140 O 7.513 8.518 1.521  C139 1.443, C141 1.431
141 C 8.136 8.141 2.753  O140 1.431, C142 1.578, H151 1.090, H152 1.090
142 C 7.004 7.580 3.698  C141 1.578, O143 1.465, H153 1.090, H154 1.090
143 O 6.342 6.417 3.101  C142 1.465, C144 1.429
144 C 5.386 5.770 3.943  O143 1.429, C145 1.538, H155 1.090, H156 1.090
145 C 4.482 4.764 3.212  C144 1.538, O146 1.435, H157 1.090, H158 1.090
146 O 3.694 5.455 2.233  C145 1.435, C147 1.449
147 C 2.874 4.495 1.521  O146 1.449, H159 1.090, H160 1.090, H161 1.090
148 H 9.302 8.445 0.334  C139 1.090
149 H 8.914 9.939 1.230  C139 1.090
150 H 7.995 9.510 -0.227  C139 1.090
151 H 8.626 8.997 3.217  C141 1.090
152 H 8.884 7.358 2.631  C141 1.090
153 H 6.272 8.382 3.796  C142 1.090
154 H 7.492 7.383 4.652  C142 1.090
155 H 4.711 6.506 4.381  C144 1.090
156 H 5.909 5.363 4.809  C144 1.090
157 H 3.778 4.354 3.937  C145 1.090
158 H 5.171 4.029 2.796  C145 1.090
159 H 3.486 3.681 1.133  C147 1.090
160 H 2.614 5.003 0.593  C147 1.090
161 H 2.025 4.187 2.131  C147 1.090
162 C -2.433 4.339 -9.457  O163 1.424, H171 1.090, H172 1.090, H173 1.090
163 O -2.517 3.400 -8.390  C162 1.424, C164 1.409
164 C -2.690 2.078 -8.845  O163 1.409, C165 1.543, H174 1.090, H175 1.090
165 C -2.848 1.066 -7.690  C164 1.543, O166 1.438, H176 1.090, H177 1.090
166 O -3.949 1.528 -6.888  C165 1.438, C167 1.451
167 C -3.887 0.992 -5.540  O166 1.451, C168 1.557, H178 1.090, H179 1.090
168 C -2.849 1.715 -4.631  C167 1.557, O169 1.434, H180 1.090, H181 1.090
169 O -3.277 3.021 -4.222  C168 1.434, C170 1.442
170 C -3.138 4.042 -5.231  O169 1.442, H182 1.090, H183 1.090, H184 1.090
171 H -1.579 3.978 -10.029  C162 1.090
172 H -2.133 5.318 -9.083  C162 1.090
173 H -3.273 4.420 -10.147  C162 1.090
174 H -1.739 1.875 -9.338  C164 1.090
175 H -3.444 1.943 -9.620  C164 1.090
176 H -1.939 0.933 -7.103  C165 1.090
177 H -3.150 0.112 -8.121  C165 1.090
178 H -3.641 -0.067 -5.615  C167 1.090
179 H -4.890 1.061 -5.119  C167 1.090
180 H -1.807 1.703 -4.950  C168 1.090
181 H -2.798 1.134 -3.710  C168 1.090
182 H -3.509 4.996 -4.857  C170 1.090
183 H -3.792 3.834 -6.077  C170 1.090
184 H -2.117 4.106 -5.608  C170 1.090
185 C -5.291 6.840 3.608  O186 1.462, H194 1.090, H195 1.090, H196 1.090
186 O -4.654 5.853 2.737  C185 1.462, C187 1.434
187 C -5.490 5.509 1.625  O186 1.434, C188 1.561, H197 1.090, H198 1.090
188 C -4.787 4.637 0.537  C187 1.561, O189 1.442, H199 1.090, H200 1.090
189 O -3.779 5.479 -0.061  C188 1.442, C190 1.442
190 C -3.129 4.891 -1.206  O189 1.442, C191 1.552, H201 1.090, H202 1.090
191 C -1.936 5.752 -1.700  C190 1.552, O192 1.408, H203 1.090, H204 1.090
192 O -2.343 7.048 -2.071  C191 1.408, C193 1.420
193 C -1.325 7.834 -2.672  O192 1.420, H205 1.090, H206 1.090, H207 1.090
194 H -5.891 7.600 3.108  C185 1.090
195 H -4.566 7.478 4.113  C185 1.090
196 H -5.789 6.239 4.369  C185 1.090
197 H -6.009 6.364 1.192  C187 1.090
198 H -6.307 4.990 2.127  C187 1.090
199 H -5.508 4.253 -0.184  C188 1.090
200 H -4.280 3.758 0.936  C188 1.090
201 H -3.850 4.707 -2.002  C190 1.090
202 H -2.750 3.923 -0.878  C190 1.090
203 H -1.329 5.218 -2.431  C191 1.090
204 H -1.294 5.933 -0.838  C191 1.090
205 H -1.831 8.740 -3.004  C193 1.090
206 H -1.011 7.313 -3.577  C193 1.090
207 H -0.609 8.194 -1.933  C193 1.090
208 C -9.213 -4.066 -0.655  O209 1.426, H217 1.090, H218 1.090, H219 1.090
209 O -7.917 -3.480 -0.561  C208 1.426, C210 1.445
210 C -7.542 -3.100 0.782  O209 1.445, C211 1.558, H220 1.090, H221 1.090
211 C -6.093 -2.527 0.793  C210 1.558, O212 1.431, H222 1.090, H223 1.090
212 O -5.941 -1.336 0.016  C211 1.431, C213 1.433
213 C -4.550 -1.002 0.094  O212 1.433, C214 1.572, H224 1.090, H225 1.090
214 C -4.268 0.353 -0.651  C213 1.572, O215 1.439, H226 1.090, H227 1.090
215 O -4.933 1.490 -0.069  C214 1.439, C216 1.424
216 C -6.357 1.485 -0.116  O215 1.424, H228 1.090, H229 1.090, H230 1.090
217 H -10.012 -3.440 -0.257  C208 1.090
218 H -9.259 -5.081 -0.262  C208 1.090
219 H -9.546 -4.157 -1.689  C208 1.090
220 H -7.558 -4.026 1.356  C210 1.090
221 H -8.166 -2.317 1.213  C210 1.090
222 H -5.435 -3.315 0.426  C211 1.090
223 H -5.952 -2.325 1.855  C211 1.090
224 H -4.146 -1.838 -0.477  C213 1.090
225 H -4.135 -0.838 1.089  C213 1.090
226 H -4.614 0.275 -1.681  C214 1.090
227 H -3.206 0.574 -0.755  C214 1.090
228 H -6.812 2.457 0.075  C216 1.090
229 H -6.918 0.825 0.544  C216 1.090
230 H -6.744 1.296 -1.118  C216 1.090
231 C 4.459 -10.414 -0.762  O232 1.425, H240 1.090, H241 1.090, H242 1.090
232 O 3.418 -9.687 -1.409  C231 1.425, C233 1.418
233 C 2.426 -9.278 -0.482  O232 1.418, C234 1.528, H243 1.090, H244 1.090
234 C 1.361 -8.344 -1.056  C233 1.528, O235 1.430, H245 1.090, H246 1.090
235 O 1.926 -7.084 -1.432  C234 1.430, C236 1.412
236 C 0.953 -6.101 -1.713  O235 1.412, C237 1.515, H247 1.090, H248 1.090
237 C 1.541 -4.710 -1.593  C236 1.515, O238 1.420, H249 1.090, H250 1.090
238 O 1.986 -4.509 -0.259  C237 1.420, C239 1.392
239 C 2.764 -3.374 -0.046  O238 1.392, H251 1.090, H252 1.090, H253 1.090
240 H 5.330 -10.605 -1.389  C231 1.090
241 H 4.108 -11.341 -0.309  C231 1.090
242 H 4.836 -9.848 0.089  C231 1.090
243 H 2.934 -8.741 0.318  C233 1.090
244 H 1.992 -10.202 -0.098  C233 1.090
245 H 0.620 -8.062 -0.309  C234 1.090
246 H 0.876 -8.834 -1.900  C234 1.090
247 H 0.079 -6.169 -1.065  C236 1.090
248 H 0.550 -6.339 -2.697  C236 1.090
249 H 0.787 -3.968 -1.854  C237 1.090
250 H 2.369 -4.513 -2.274  C237 1.090
251 H 2.228 -2.430 -0.149  C239 1.090
252 H 3.620 -3.269 -0.713  C239 1.090
253 H 3.118 -3.404 0.985  C239 1.090
254 C 2.441 -8.596 -4.511  O255 1.403, H263 1.090, H264 1.090, H265 1.090
255 O 3.291 -8.187 -5.549  C254 1.403, C256 1.424
256 C 3.525 -6.784 -5.626  O255 1.424, C257 1.555, H266 1.090, H267 1.090
257 C 2.335 -5.970 -6.211  C256 1.555, O258 1.405, H268 1.090, H269 1.090
258 O 2.692 -4.685 -6.652  C257 1.405, C259 1.441
259 C 1.547 -4.019 -7.220  O258 1.441, C260 1.590, H270 1.090, H271 1.090
260 C 1.953 -2.590 -7.786  C259 1.590, O261 1.457, H272 1.090, H273 1.090
261 O 2.249 -1.646 -6.717  C260 1.457, C262 1.428
262 C 2.420 -0.324 -7.232  O261 1.428, H274 1.090, H275 1.090, H276 1.090
263 H 2.591 -9.664 -4.351  C254 1.090
264 H 1.384 -8.368 -4.647  C254 1.090
265 H 2.790 -8.142 -3.584  C254 1.090
266 H 4.473 -6.747 -6.162  C256 1.090
267 H 3.792 -6.484 -4.612  C256 1.090
268 H 1.607 -5.894 -5.404  C257 1.090
269 H 1.913 -6.540 -7.038  C257 1.090
270 H 0.734 -3.863 -6.512  C259 1.090
271 H 1.071 -4.587 -8.019  C259 1.090
272 H 1.162 -2.204 -8.429  C260 1.090
273 H 2.789 -2.654 -8.482  C260 1.090
274 H 1.547 -0.047 -7.823  C262 1.090
275 H 3.202 -0.247 -7.986  C262 1.090
276 H 2.755 0.376 -6.466  C262 1.090
277 C -0.556 -1.119 -4.617  O278 1.393, H286 1.090, H287 1.090, H288 1.090
278 O -0.425 -0.481 -3.385  C277 1.393, C279 1.427
279 C -1.062 -1.195 -2.327  O278 1.427, C280 1.591, H289 1.090, H290 1.090
280 C -0.641 -0.459 -0.980  C279 1.591, O281 1.466, H291 1.090, H292 1.090
281 O -1.295 -1.118 0.155  C280 1.466, C282 1.474
282 C -0.572 -0.905 1.422  O281 1.474, C283 1.513, H293 1.090, H294 1.090
283 C -0.905 0.417 2.077  C282 1.513, O284 1.440, H295 1.090, H296 1.090
284 O -0.228 1.483 1.386  C283 1.440, C285 1.452
285 C -0.646 2.782 1.884  O284 1.452, H297 1.090, H298 1.090, H299 1.090
286 H -1.592 -1.122 -4.955  C277 1.090
287 H -0.106 -2.103 -4.486  C277 1.090
288 H 0.126 -0.665 -5.336  C277 1.090
289 H -0.731 -2.232 -2.395  C279 1.090
290 H -2.120 -1.291 -2.569  C279 1.090
291 H -0.923 0.592 -1.036  C280 1.090
292 H 0.441 -0.557 -0.895  C280 1.090
293 H 0.473 -1.186 1.290  C282 1.090
294 H -0.956 -1.640 2.130  C282 1.090
295 H -0.625 0.365 3.129  C283 1.090
296 H -1.987 0.533 2.010  C283 1.090
297 H -0.362 3.575 1.192  C285 1.090
298 H -0.076 2.988 2.790  C285 1.090
299 H -1.711 2.883 2.091  C285 1.090
300 C 4.039 -3.861 7.307  O301 1.462, H309 1.090, H310 1.090, H311 1.090
301 O 3.400 -2.597 6.942  C300 1.462, C302 1.440
302 C 4.197 -1.415 7.147  O301 1.440, C303 1.574, H312 1.090, H313 1.090
303 C 3.519 -0.110 6.587  C302 1.574, O304 1.448, H314 1.090, H315 1.090
304 O 3.496 -0.167 5.140  C303 1.448, C305 1.410
305 C 2.874 0.960 4.565  O304 1.410, C306 1.535, H316 1.090, H317 1.090
306 C 2.739 0.582 3.084  C305 1.535, O307 1.404, H318 1.090, H319 1.090
307 O 3.995 0.651 2.460  C306 1.404, C308 1.429
308 C 3.917 0.750 1.037  O307 1.429, H320 1.090, H321 1.090, H322 1.090
309 H 3.293 -4.641 7.157  C300 1.090
310 H 4.238 -3.815 8.378  C300 1.090
311 H 4.949 -3.983 6.719  C300 1.090
312 H 5.180 -1.560 6.702  C302 1.090
313 H 4.451 -1.451 8.207  C302 1.090
314 H 4.008 0.750 7.045  C303 1.090
315 H 2.535 -0.014 7.045  C303 1.090
316 H 3.609 1.756 4.688  C305 1.090
317 H 1.921 1.335 4.937  C305 1.090
318 H 2.048 1.239 2.554  C306 1.090
319 H 2.311 -0.419 3.028  C306 1.090
320 H 3.821 -0.258 0.633  C308 1.090
321 H 4.895 1.110 0.717  C308 1.090
322 H 3.187 1.448 0.627  C308 1.090

Output
HOMO-LUMO gap = 9.20 eV
Molar mass = 1878.45 g mol⁻¹
Energy above the lowest of the compared OMol25 structures with the same formula, charge and spin = 80.9 kcal/mol
Total energy = -176253.5025 eV
LUMO energy = 0.4488 eV
Charge = 0